Entry 1:
The following is a DFT calculation (ωB97M-V with the def2-TZVPD basis set) of a molecular structure, C22H39N2O2P3Ru.

Computed properties:
2S+1	5
total charge	+4
<S²>	6.013
highest occupied orbital energy (spin up / spin down)	-17.79 / -17.79	eV
total energy	-2238.88635	Ha
gap between HOMO and LUMO (spin up / spin down)	0.2262 / 0.1368	hartree

Geometry (Å):
P  -1.85136  -2.14895  2.44786
C  -0.61811  -2.99936  3.41666
H  -1.11499  -3.45025  4.29497
H  0.17124  -2.32553  3.78657
H  -0.10345  -3.81089  2.87574
C  -2.41636  -0.66252  3.21509
H  -3.25165  -0.29262  2.60287
H  -1.59372  0.06869  3.18702
H  -2.71507  -0.96450  4.22756
C  -3.25163  -3.12435  1.95992
H  -3.86825  -3.23671  2.86511
H  -2.93349  -4.09837  1.55624
H  -3.80080  -2.58027  1.17549
P  0.27461  -2.26614  -3.73937
C  1.75861  -3.31863  -3.43200
H  1.87015  -4.04683  -4.24766
H  1.66029  -3.83432  -2.46852
H  2.66034  -2.70690  -3.32465
C  -0.87220  -3.55711  -4.31389
H  -1.72289  -3.04439  -4.76461
H  -1.25677  -4.08980  -3.44473
H  -0.30543  -4.18064  -5.01416
C  0.74165  -1.54439  -5.34828
H  0.67713  -2.33964  -6.10233
H  1.74028  -1.10237  -5.26246
H  0.05051  -0.71991  -5.55538
P  1.99699  3.05758  -0.44380
C  3.65919  2.73143  0.11157
H  4.22430  3.67953  0.03128
H  4.20674  1.96448  -0.46444
H  3.68325  2.41529  1.16900
C  1.84653  3.96281  -1.95219
H  2.42170  4.89317  -1.80515
H  0.76737  4.16020  -2.08874
H  2.21526  3.37522  -2.80884
C  1.01261  3.82346  0.81573
H  0.77376  4.79938  0.36912
H  1.63217  3.85039  1.72328
H  0.10631  3.19734  0.94627
Ru  -2.21455  1.02410  -0.91334
C  -1.35851  -1.36138  0.82553
O  -0.49820  -1.52107  0.00069
C  0.78096  1.64681  -0.69624
O  0.95391  0.46697  -0.60269
C  -2.43601  2.08693  -2.53937
C  -2.85437  2.80171  -1.38568
C  -3.69405  2.18452  -0.43045
C  -4.13833  0.86512  -0.65600
C  -3.72231  0.14633  -1.79512
C  -2.83153  0.72871  -2.73573
H  -1.85969  2.59304  -3.30366
H  -2.52921  3.82030  -1.23296
H  -4.00540  2.72120  0.45610
H  -4.81752  0.39847  0.05658
H  -4.14389  -0.83948  -1.98780
H  -2.53205  0.18187  -3.62647
N  4.04511  0.22008  4.86763
C  3.07642  0.20964  3.90712
C  1.94006  1.04734  4.01250
C  0.97586  0.97922  3.00806
N  1.08928  0.16113  1.96465
C  2.16771  -0.61987  1.82535
C  3.19956  -0.63178  2.76948
H  3.94475  0.79388  5.70004
H  4.84022  -0.39542  4.82455
H  1.80266  1.72069  4.86337
H  0.07638  1.59491  3.04470
H  2.21245  -1.27237  0.95207
H  4.05548  -1.28511  2.63099



Entry 2:
The following is a DFT calculation (ωB97M-V with the def2-TZVPD basis set) of C3H4FNO3 in the gas phase.

Computed properties:
SMILES	O=CNOC(=O)CF
total charge	0
highest occupied orbital energy	-10.79	eV
total energy	-496.92679	Ha
gap between HOMO and LUMO	0.4130	hartree

Geometry (Å):
O  -1.34115  1.40782  -0.61049
C  -1.98327  0.45406  -0.13254
N  -1.55175  -0.50959  0.77845
O  -0.02961  -0.36531  1.18436
C  0.45808  -0.49081  -0.18331
O  -0.04339  -1.19536  -1.00925
C  1.85679  -0.17020  -0.43819
F  2.27839  0.89803  0.48573
H  -3.00903  0.41981  -0.45977
H  -1.87700  -1.55214  0.68053
H  2.09309  0.20250  -1.60221
H  2.47325  -1.12089  -0.43196



Q: Which max |F| values were calculated for the entries above? A: 0.307, 0.115, in Eh/bohr.